ORCA calculation (ωB97M-V/def2-TZVPD) on the molecule C15H12F4N2O3S.

Output
Kohn-Sham gap ... 8.738 eV
E_tot ... -1711.72268 Ha
SMILES string ... O=C(CNS(=O)(=O)c1cccc(C(F)(F)F)c1)Nc1ccccc1F

Atoms and positions in Å:
H1 0.09326 -1.29784 -1.16963
S1 -0.42046 1.52098 -1.02986
C1 1.40353 2.68667 0.50694
F1 -5.74540 -0.35125 -0.36050
H2 6.34055 -3.12121 0.35144
C2 -2.97724 -2.08569 0.02564
C3 3.55078 -1.44034 -0.47331
F2 -4.97922 0.48617 1.46539
C4 -1.42556 0.09368 -0.64046
C5 4.87848 -0.14066 1.01872
H3 5.03327 0.75834 1.59076
C6 4.47008 -2.46671 -0.44875
N1 0.19565 1.86712 0.49443
H4 6.69145 -1.05513 1.65939
H5 -3.09446 1.30855 -0.10340
C7 -3.48320 -0.79847 0.16102
H6 -1.29790 -3.27005 -0.56266
C8 -4.88969 -0.57639 0.65094
N2 2.75242 0.73736 0.14482
H7 -3.59088 -2.93295 0.29147
H8 -0.52690 2.21896 1.10222
F3 2.42134 -1.59346 -1.21359
C9 3.72596 -0.25581 0.24474
F4 -5.37521 -1.62304 1.33135
H9 4.28286 -3.35771 -1.02692
C10 5.61182 -2.32656 0.32280
H10 1.57632 3.09542 -0.49448
C11 -0.90578 -1.17795 -0.78477
H11 1.31292 3.51289 1.21297
C12 2.62705 1.84870 0.90704
C13 -1.68961 -2.27154 -0.45072
H12 2.06876 0.62380 -0.60368
O1 0.70539 1.12683 -1.82616
O2 -1.25985 2.57842 -1.50624
C14 5.80532 -1.16736 1.05403
C15 -2.70900 0.30372 -0.17891
O3 3.36388 2.18567 1.80545

Results of the Löwdin charge analysis, in e, for atoms 1 through 4: atom 1 (H): 0.099, atom 2 (S): 0.674, atom 3 (C): -0.124, atom 4 (F): 0.150